ORCA calculation (ωB97M-V/def2-TZVPD) on one molecule with the formula C26H26N4O2 at a distorted geometry.

The value obtained for the max |F| is 0.0266 Eh/bohr. The SMILES is O=C(c1ccco1)N1CCCN(Cc2cn[nH]c2-c2ccc(-c3ccccc3)cc2)CC1. The LUMO energy is 0.747 eV. The value obtained for the HOMO energy is -8.06 eV. The value obtained for the HOMO-LUMO gap is 8.8 eV. Its relative energy (zero: lowest compared OMol25 entry of this formula, charge and spin) is 2.399 eV. The calculation puts the energy at -37439.0529 eV.

Geometry as ORCA input:
```
! wB97M-V def2-TZVPD RIJCOSX def2/J DEFGRID3
* xyz 0 1
O -0.996 0.778 -2.120
C -1.828 -0.122 -2.132
C -2.786 -0.189 -1.017
C -2.718 0.587 0.116
C -3.757 0.152 0.962
C -4.385 -0.853 0.292
O -3.810 -1.067 -0.897
N -1.854 -1.028 -3.142
C -2.723 -2.180 -3.220
C -2.274 -3.339 -2.323
C -0.770 -3.614 -2.455
N 0.001 -2.467 -2.031
C 0.777 -2.616 -0.818
C -0.089 -2.426 0.391
C -1.070 -3.305 0.885
N -1.659 -2.822 1.961
N -1.066 -1.657 2.196
C -0.115 -1.355 1.277
C 0.707 -0.159 1.401
C 1.010 0.640 0.301
C 1.808 1.756 0.450
C 2.333 2.106 1.692
C 3.195 3.287 1.843
C 4.325 3.241 2.656
C 5.139 4.350 2.793
C 4.835 5.524 2.125
C 3.712 5.582 1.316
C 2.900 4.472 1.173
C 2.018 1.310 2.793
C 1.214 0.198 2.651
C 0.529 -1.664 -3.099
C -0.641 -1.086 -3.936
H -2.001 1.361 0.297
H -4.005 0.532 1.932
H -5.220 -1.475 0.550
H -2.726 -2.507 -4.265
H -3.740 -1.883 -2.961
H -2.486 -3.092 -1.284
H -2.840 -4.233 -2.588
H -0.515 -4.483 -1.839
H -0.532 -3.868 -3.497
H 1.567 -1.861 -0.804
H 1.257 -3.609 -0.769
H -1.353 -4.268 0.508
H -1.367 -1.080 2.965
H 0.579 0.416 -0.661
H 2.038 2.359 -0.416
H 4.578 2.323 3.166
H 6.016 4.298 3.422
H 5.470 6.391 2.235
H 3.468 6.496 0.795
H 2.018 4.527 0.553
H 2.393 1.578 3.770
H 0.991 -0.414 3.514
H 1.089 -0.839 -2.659
H 1.206 -2.225 -3.770
H -0.391 -0.073 -4.259
H -0.837 -1.700 -4.815
*
```

Per-atom natural (NBO) charges, elementary charge units: number 1, O, carries -0.653; number 2, C, carries 0.654; number 3, C, carries 0.146; number 4, C, carries -0.228; number 5, C, carries -0.326; number 6, C, carries 0.123; number 7, O, carries -0.401; number 8, N, carries -0.422; number 9, C, carries -0.212; number 10, C, carries -0.422; number 11, C, carries -0.221; number 12, N, carries -0.472; number 13, C, carries -0.211; number 14, C, carries -0.154; number 15, C, carries -0.057; number 16, N, carries -0.264; number 17, N, carries -0.334; number 18, C, carries 0.187; number 19, C, carries -0.099; number 20, C, carries -0.214; number 21, C, carries -0.139; number 22, C, carries -0.080; number 23, C, carries 0.037; number 24, C, carries -0.227; number 25, C, carries -0.205; number 26, C, carries -0.215; number 27, C, carries -0.204; number 28, C, carries -0.226; number 29, C, carries -0.206; number 30, C, carries -0.191; number 31, C, carries -0.217; number 32, C, carries -0.229; number 33, H, carries 0.247; number 34, H, carries 0.229; number 35, H, carries 0.206; number 36, H, carries 0.195; number 37, H, carries 0.226; number 38, H, carries 0.221; number 39, H, carries 0.205; number 40, H, carries 0.197; number 41, H, carries 0.181; number 42, H, carries 0.217; number 43, H, carries 0.180; number 44, H, carries 0.203; number 45, H, carries 0.408; number 46, H, carries 0.252; number 47, H, carries 0.210; number 48, H, carries 0.213; number 49, H, carries 0.213; number 50, H, carries 0.213; number 51, H, carries 0.213; number 52, H, carries 0.216; number 53, H, carries 0.215; number 54, H, carries 0.209; number 55, H, carries 0.212; number 56, H, carries 0.166; number 57, H, carries 0.237; number 58, H, carries 0.195

=====

ORCA calculation (ωB97M-V/def2-TZVPD) on C26H26N4O4RuS2 as an isolated structure at a distorted geometry.

The value obtained for the max |F| is 0.0627 Eh/bohr. The LUMO energy (alpha / beta) is 1.360 / 2.568 eV. The value obtained for the HOMO energy (alpha / beta) is -4.48 / -4.47 eV. The value obtained for the HOMO-LUMO gap (alpha / beta) is 5.8 / 7.0 eV. Its relative energy (zero: lowest compared OMol25 entry of this formula, charge and spin) is 3.223 eV. The calculation puts the energy at -65787.9640 eV.

Geometry as ORCA input:
```
! wB97M-V def2-TZVPD RIJCOSX def2/J DEFGRID3
* xyz -1 2
Ru -0.407 0.638 0.273
O 1.517 1.689 -0.419
C 2.606 1.978 0.171
C 3.443 3.006 -0.364
C 4.630 3.366 0.213
C 5.066 2.755 1.390
C 4.292 1.770 1.947
C 3.089 1.344 1.370
C 2.393 0.292 2.038
N 1.289 -0.245 1.686
C 0.729 -1.322 2.447
C 0.144 -2.364 1.484
N -0.627 -1.738 0.444
C -1.621 -2.372 -0.062
C -2.375 -1.981 -1.205
C -3.474 -2.768 -1.567
C -4.265 -2.470 -2.645
C -3.968 -1.338 -3.411
C -2.893 -0.552 -3.107
C -2.027 -0.828 -2.001
O -0.999 -0.121 -1.799
H 3.104 3.497 -1.265
H 5.239 4.142 -0.236
H 5.990 3.061 1.861
H 4.603 1.309 2.875
H 2.897 -0.081 2.947
H -0.084 -0.924 3.073
H 1.473 -1.805 3.105
H -0.455 -3.097 2.051
H 0.974 -2.897 0.993
H -1.937 -3.325 0.397
H -3.692 -3.635 -0.954
H -5.109 -3.097 -2.898
H -4.601 -1.085 -4.252
H -2.665 0.316 -3.708
O -4.386 2.600 -0.498
C -3.577 1.711 -0.207
O -2.332 1.810 -0.360
C -4.109 0.443 0.430
C -5.253 -0.160 -0.074
C -5.812 -1.265 0.545
C -5.233 -1.763 1.702
C -4.090 -1.180 2.209
C -3.502 -0.083 1.579
S -2.100 0.622 2.346
H -5.694 0.248 -0.974
H -6.706 -1.729 0.146
H -5.665 -2.613 2.214
H -3.629 -1.556 3.111
C -3.231 4.662 1.697
N -1.968 4.069 2.088
C -0.916 3.698 1.352
S 0.310 2.889 2.202
N -0.674 4.034 0.083
C -1.607 4.591 -0.874
H -3.881 4.648 2.571
H -3.719 4.108 0.891
H -3.087 5.700 1.390
H -1.968 3.604 2.985
H 0.078 3.477 -0.321
H -1.946 5.572 -0.551
H -2.467 3.936 -1.023
H -1.086 4.699 -1.821
*
```

Per-atom natural (NBO) charges, elementary charge units: number 1, Ru, carries 1.186; number 2, O, carries -0.770; number 3, C, carries 0.445; number 4, C, carries -0.259; number 5, C, carries -0.187; number 6, C, carries -0.317; number 7, C, carries -0.131; number 8, C, carries -0.262; number 9, C, carries 0.185; number 10, N, carries -0.440; number 11, C, carries -0.249; number 12, C, carries -0.225; number 13, N, carries -0.472; number 14, C, carries 0.181; number 15, C, carries -0.270; number 16, C, carries -0.127; number 17, C, carries -0.321; number 18, C, carries -0.191; number 19, C, carries -0.261; number 20, C, carries 0.429; number 21, O, carries -0.707; number 22, H, carries 0.202; number 23, H, carries 0.198; number 24, H, carries 0.199; number 25, H, carries 0.191; number 26, H, carries 0.158; number 27, H, carries 0.234; number 28, H, carries 0.175; number 29, H, carries 0.181; number 30, H, carries 0.191; number 31, H, carries 0.152; number 32, H, carries 0.194; number 33, H, carries 0.198; number 34, H, carries 0.198; number 35, H, carries 0.208; number 36, O, carries -0.720; number 37, C, carries 0.790; number 38, O, carries -0.744; number 39, C, carries -0.174; number 40, C, carries -0.110; number 41, C, carries -0.247; number 42, C, carries -0.226; number 43, C, carries -0.231; number 44, C, carries -0.177; number 45, S, carries -0.120; number 46, H, carries 0.218; number 47, H, carries 0.202; number 48, H, carries 0.198; number 49, H, carries 0.208; number 50, C, carries -0.438; number 51, N, carries -0.591; number 52, C, carries 0.377; number 53, S, carries -0.258; number 54, N, carries -0.591; number 55, C, carries -0.434; number 56, H, carries 0.204; number 57, H, carries 0.259; number 58, H, carries 0.183; number 59, H, carries 0.425; number 60, H, carries 0.437; number 61, H, carries 0.181; number 62, H, carries 0.258; number 63, H, carries 0.205